A structure of composition C3H8O3SSn. Source: the Open Molecules 2025 dataset; level of theory: ωB97M-V/def2-TZVPD.

The value obtained for the gap between HOMO and LUMO (alpha / beta) is 6.03 / 7.72 eV. The net charge is +1. The spin multiplicity is 2. The LUMO energy (alpha / beta) is -0.247 / -0.240 Ha. The total energy is -26039.7916 eV.

The geometry in XYZ format:
```
16
Properties=species:S:1:pos:R:3:forces:R:3:lowdin_spin:R:1
Sn 1.26817 2.70161 -4.01215 -0.3 -0.2 0.7 0.9752
O -2.15465 1.67129 -0.66335 2.3 -0.3 -0.8 0.0001
S -0.81930 1.10466 -0.75288 -3.6 -2.3 3.6 0.0036
O 0.30144 1.79128 -1.32542 0.9 0.6 -1.2 0.0187
O -0.49389 0.74577 0.85972 1.2 0.9 -2.9 -0.0002
C 0.83151 0.16432 1.09698 -0.1 -1.6 2.1 0.0000
C 0.54320 -1.06290 1.95437 0.6 -1.1 -0.1 0.0000
C -0.97466 -0.64777 -1.37513 0.5 1.7 0.3 0.0012
H 1.48602 0.68870 1.79322 -0.4 1.4 -0.7 0.0000
H 1.41588 -0.13486 0.22687 -0.4 0.4 -0.3 0.0000
H -0.09751 -0.84490 2.80881 -0.5 0.0 -0.5 0.0000
H 1.42726 -1.46342 2.45048 0.5 0.4 -0.2 0.0000
H 0.24709 -1.91614 1.34413 -0.8 0.1 0.2 0.0000
H -0.01666 -1.08984 -1.10142 -0.2 -0.3 -0.2 0.0000
H -1.14185 -0.61638 -2.45179 0.1 0.0 0.1 0.0013
H -1.82205 -1.09142 -0.85245 0.2 0.2 0.0 0.0000
```
Forces are in eV/Å.

***

A structure of composition C38H46ClNO2S4SiSn. Source: the Open Molecules 2025 dataset; level of theory: ωB97M-V/def2-TZVPD.

The value obtained for the gap between HOMO and LUMO is 7.00 eV. The spin multiplicity is 1. The LUMO energy is -0.028 Ha. The total energy is -115312.8033 eV.

The geometry in XYZ format:
```
94
Properties=species:S:1:pos:R:3:forces:R:3:lowdin_charge:R:1
Sn 0.91185 0.02063 -0.08835 -1.1 0.4 -0.1 0.7153
S 3.19313 1.01416 0.07735 0.0 0.0 0.0 0.6113
C 3.61571 1.21716 1.77930 0.0 0.0 0.0 -0.6317
C 4.99250 1.31584 2.03290 0.0 0.0 0.0 -0.1237
C 5.48508 1.58309 3.29482 0.0 0.0 0.0 -0.0824
C 4.61363 1.77010 4.36220 0.0 0.0 0.0 -0.0901
C 3.25513 1.66489 4.13951 0.0 0.0 0.0 -0.1147
C 2.75022 1.36708 2.87157 0.0 0.1 0.0 -0.5267
S 0.98856 1.16791 2.72197 0.1 -0.3 0.0 0.8848
C 0.83451 -0.32636 3.75448 0.1 0.0 0.0 -0.3743
C -0.35031 -1.19864 3.44978 0.0 0.0 0.0 -0.3276
C -0.85952 -2.03088 4.44358 0.0 0.0 0.0 -0.0119
C -1.83347 -2.95083 4.10491 0.0 0.0 0.0 -0.0385
C -2.27580 -3.00901 2.79246 0.0 0.0 0.0 -0.0120
C -1.73935 -2.12015 1.87491 0.0 0.0 0.0 -0.3441
C -2.15972 -2.12571 0.43775 0.0 0.0 0.0 -0.3747
S -0.85480 -2.70613 -0.70500 0.0 0.0 0.0 0.9166
C -0.02297 -3.84233 0.36797 0.0 0.0 0.0 -0.5510
C -0.59314 -5.09640 0.58308 0.0 0.0 0.0 -0.1081
C -0.04384 -5.98014 1.49451 0.0 0.0 0.0 -0.0874
C 1.09467 -5.60362 2.19627 0.0 0.0 0.0 -0.0807
C 1.67840 -4.36919 1.97278 0.0 0.0 0.0 -0.1186
C 1.14110 -3.46352 1.04872 0.0 0.0 -0.1 -0.6306
S 2.08907 -2.00132 0.77573 0.1 0.1 0.1 0.6143
N -0.80292 -1.22928 2.20372 0.0 0.0 0.0 0.0909
H 5.67554 1.17828 1.20461 0.0 0.0 0.0 0.0990
H 6.55503 1.65015 3.44513 0.0 0.0 0.0 0.1049
H 4.98751 2.00063 5.35108 0.0 0.0 0.0 0.1014
H 2.55833 1.81586 4.95537 0.0 0.0 0.0 0.1028
H 0.83882 -0.04300 4.80617 0.0 0.0 0.0 0.0832
H 1.73187 -0.91743 3.55266 0.0 0.0 0.0 0.0840
H -0.47777 -1.96631 5.45424 0.0 0.0 0.0 0.1160
H -2.23579 -3.62424 4.85080 0.0 0.0 0.0 0.1119
H -3.01902 -3.73084 2.48074 0.0 0.0 0.0 0.1181
H -2.32579 -1.09908 0.12497 0.0 0.0 0.0 0.0221
H -3.07148 -2.70449 0.29671 0.0 0.0 0.0 0.0896
H -1.47999 -5.36643 0.02243 0.0 0.0 0.0 0.1071
H -0.49582 -6.95047 1.65357 0.0 0.0 0.0 0.1020
H 1.53863 -6.28006 2.91593 0.0 0.0 0.0 0.1045
H 2.57744 -4.08964 2.50794 0.0 0.0 0.0 0.0992
Cl 3.66135 -5.68636 -5.03621 0.0 0.0 0.0 0.6521
C 3.21836 -4.11377 -4.43794 0.0 0.0 0.0 -0.6660
C 3.61462 -2.98510 -5.14082 0.0 0.0 0.0 -0.0985
C 3.26490 -1.73645 -4.65652 0.0 0.0 0.0 -0.0072
C 2.51242 -1.61395 -3.49173 0.0 0.0 -0.1 -0.1186
C 2.12255 -2.75679 -2.80882 0.0 -0.1 0.0 -0.0232
C 2.48044 -4.01472 -3.27174 0.0 0.0 0.0 -0.0885
C 2.15030 -0.23661 -3.01616 -0.1 0.2 0.1 -0.5726
O 2.71021 0.74279 -3.46644 0.0 0.0 0.0 0.0704
O 1.15229 -0.15624 -2.15518 0.5 -0.5 0.0 -0.3422
H 4.19111 -3.09081 -6.04945 0.0 0.0 0.0 0.1034
H 3.57281 -0.83562 -5.17003 0.0 0.0 0.0 0.1202
H 1.54983 -2.66372 -1.89839 0.0 0.0 0.0 0.0343
H 2.19039 -4.90806 -2.73503 0.0 0.0 0.0 0.1064
C 0.83556 3.59652 -0.67677 -0.2 -0.1 0.0 -0.1124
C -0.65314 3.71136 -0.35560 -0.4 0.2 -0.2 -0.6135
C -0.77893 4.03760 1.13647 0.0 0.0 0.0 -0.0965
C -1.25678 4.88599 -1.15695 0.0 0.0 0.0 -0.0815
Si -1.55781 2.10662 -0.88633 0.7 -0.6 0.3 0.9873
C -3.18389 1.77522 0.07820 -0.1 0.2 -0.1 -0.5934
C -3.99190 3.09474 0.03406 0.0 0.0 0.1 -0.0883
C -2.88766 1.42799 1.54424 0.0 0.0 0.0 -0.0818
C -4.12481 0.71991 -0.52345 0.0 0.0 0.1 -0.0916
C -1.62787 1.73576 -2.75384 -0.2 0.2 0.0 -0.6043
C -2.85212 2.49008 -3.32264 0.0 0.1 0.0 -0.0857
C -0.39253 2.23645 -3.51277 0.0 -0.1 0.0 -0.0795
C -1.81475 0.23545 -3.01632 -0.1 0.0 -0.1 -0.0850
H 1.37854 4.44646 -0.25402 0.0 0.0 0.0 0.1000
H 1.04642 3.54654 -1.74295 0.0 0.0 0.0 0.0793
H 1.20484 2.68587 -0.21897 0.4 0.2 0.0 -0.0401
H -0.19518 4.94209 1.33643 0.0 0.0 0.0 0.0941
H -0.37720 3.24505 1.76560 0.0 0.0 0.0 0.0217
H -1.80141 4.24295 1.44807 0.0 0.0 0.0 0.0620
H -0.71786 5.79982 -0.88517 0.0 0.0 0.0 0.0944
H -2.31267 5.05615 -0.93971 0.0 0.0 0.0 0.0692
H -1.14183 4.75486 -2.23242 0.0 0.0 0.0 0.0610
H -3.47448 3.92955 0.50041 0.0 0.0 0.0 0.0540
H -4.92407 2.94339 0.58871 0.0 0.0 0.0 0.0949
H -4.26268 3.37755 -0.98580 0.0 0.0 0.0 0.0774
H -2.48029 2.27814 2.08825 0.0 0.0 0.0 0.0668
H -2.17817 0.60750 1.64111 0.0 0.0 0.0 0.0396
H -3.81994 1.13510 2.04028 0.0 0.0 0.0 0.0945
H -4.48043 1.00303 -1.51146 0.0 0.0 0.0 0.0646
H -5.00368 0.64610 0.12612 0.0 0.0 0.0 0.0933
H -3.70121 -0.27448 -0.60170 0.0 0.0 0.0 0.0448
H -2.80770 3.56546 -3.13146 0.0 0.0 0.0 0.0713
H -3.80087 2.11171 -2.94753 0.0 0.0 0.0 0.0567
H -2.85796 2.35978 -4.40951 0.0 0.0 0.0 0.0938
H -0.26387 3.31527 -3.42640 0.0 0.0 0.0 0.0666
H -0.53957 2.01769 -4.57619 0.0 0.0 0.0 0.0978
H 0.52341 1.74308 -3.19930 0.0 0.1 0.0 0.0514
H -2.76646 -0.13525 -2.63189 0.0 0.0 0.0 0.0662
H -0.99861 -0.35315 -2.60393 0.0 0.0 0.0 0.0325
H -1.81724 0.07120 -4.09971 0.0 0.0 0.0 0.0981
```
Forces are in eV/Å.

***

- What is the spin multiplicity in the second record?
  1

***

- Among the records above, which one has the highest spin multiplicity?
  C3H8O3SSn